(1)
68
Properties=species:S:1:pos:R:3:mulliken_charge:R:1 method="wB97M-V/def2-TZVPD" homo_ev=-6.98 orbital_gap_ev=7.176 molar_mass_g_mol=566.754
Na 0.03939 0.59538 0.04065 0.8442
C -0.17558 3.32030 2.04169 -0.9205
C -0.62490 2.17625 2.97380 -0.8825
N -0.01585 0.90810 2.59832 0.1356
C 1.24467 0.56909 3.23841 -0.9296
C 2.43952 1.36472 2.71664 -0.8184
S 2.68286 1.29113 0.90601 0.0496
C 2.43297 3.03032 0.41929 -0.8782
C 1.04307 3.39485 -0.10722 -0.6498
N -0.04347 2.82951 0.67927 0.0164
H 0.78928 3.70706 2.36866 0.3218
H -0.89041 4.14652 2.12382 0.4110
H -1.70653 2.06489 2.88029 0.3508
H -0.39918 2.44917 4.01474 0.4190
H -0.66962 0.15483 2.77317 0.1273
H 1.42325 -0.49168 3.05221 0.2921
H 1.20491 0.72247 4.32963 0.4117
H 3.34739 0.96277 3.16579 0.5691
H 2.36616 2.41517 2.99364 0.3392
H 3.15288 3.21532 -0.37795 0.4949
H 2.73108 3.63806 1.27372 0.4510
H 0.94566 3.01765 -1.12253 0.2069
H 0.99980 4.49501 -0.16332 0.4479
H -0.91733 2.94825 0.17654 0.1770
O 1.01990 1.87135 -2.92041 -0.7475
S 0.70975 0.44963 -2.93250 0.9223
O 0.59583 -0.16120 -4.23749 -0.6830
N -0.48768 0.12379 -1.92067 0.0048
C -1.69244 0.74521 -2.17224 0.0837
C -2.04741 1.31831 -3.39414 -0.5655
C -3.27528 1.95606 -3.58956 -0.8870
C -4.21710 2.01891 -2.59819 -0.9153
C -3.93177 1.42891 -1.35353 1.0908
C -4.87009 1.41041 -0.29817 -0.7256
C -4.54603 0.83455 0.89781 -1.0290
C -3.25296 0.30633 1.05232 -0.2544
N -2.34937 0.30568 0.10529 0.1414
C -2.66772 0.81588 -1.11053 0.2484
C 2.15550 -0.34465 -2.22127 0.2059
C 3.34364 -0.06354 -2.88407 -0.9008
C 4.52028 -0.67835 -2.49191 -0.6392
C 4.51205 -1.58518 -1.43841 -0.5470
C 3.32870 -1.85459 -0.77028 -0.5917
C 2.15148 -1.23067 -1.15887 0.4025
H -1.35262 1.25635 -4.21795 0.5280
H -3.48497 2.40002 -4.55523 0.3985
H -5.17088 2.50869 -2.74996 0.3798
H -5.84704 1.85108 -0.46028 0.4083
H -5.25452 0.79173 1.71404 0.3992
H -2.95459 -0.13615 1.99999 0.4937
H 3.32513 0.63823 -3.70913 0.4521
H 5.44291 -0.45474 -3.01113 0.4213
H 5.42950 -2.07852 -1.14414 0.3935
H 3.31878 -2.54558 0.06451 0.4886
H 1.23383 -1.41849 -0.62536 -0.0175
C -1.10114 -5.22827 2.37345 -0.8570
N -0.51317 -5.01335 1.07274 0.2332
C -0.22502 -5.97014 0.11402 -0.1925
C 0.23680 -5.32552 -0.97170 -0.5914
N 0.22607 -3.97688 -0.67063 0.1860
C -0.22784 -3.76909 0.59205 -0.2366
S -0.40004 -2.34197 1.43820 -0.3531
H -1.20639 -6.29635 2.54761 0.3115
H -2.07815 -4.74797 2.42463 0.3145
H -0.47100 -4.78425 3.14267 0.2973
H -0.35962 -7.02106 0.29755 0.3910
H 0.57025 -5.69929 -1.92243 0.4575
H 0.46439 -3.23049 -1.30193 0.0940


(2)
62
Properties=species:S:1:pos:R:3:mulliken_charge:R:1 method="wB97M-V/def2-TZVPD" homo_ev=-8.77 smiles="CCOC(=O)CN(C(=O)CNC(=O)c1cccs1)[C@@H](C(=O)NC1CCCCC1)c1cccs1" orbital_gap_ev=8.926 molar_mass_g_mol=491.635
C 6.34962 0.62310 0.11582 -1.0491
C 5.33243 1.33633 -0.75337 -0.3476
H 5.59210 1.26359 -1.81525 0.4067
H 5.25017 2.39622 -0.48974 0.3161
O 4.05803 0.71729 -0.55203 -0.2051
C 2.99209 1.37843 -0.97899 0.4076
O 3.01929 2.44687 -1.53355 -0.6223
C 1.71105 0.60762 -0.68740 -0.8335
N 0.66041 1.50994 -0.27728 0.4111
C -0.23390 2.11463 -1.07428 1.0194
O -1.17047 2.75975 -0.61578 -0.8140
C -0.13636 1.90840 -2.58526 -1.3020
N -1.12642 0.92491 -2.97068 0.0038
C -0.83857 -0.39501 -3.05823 0.5849
O 0.30262 -0.82676 -2.99290 -0.7913
C -1.98512 -1.29000 -3.24919 0.1178
C -1.90855 -2.64739 -3.40885 -0.4767
C -3.16964 -3.26111 -3.52045 -0.5786
C -4.19249 -2.36907 -3.43924 -0.3569
S -3.63989 -0.76083 -3.22865 -0.1897
H -5.24682 -2.55637 -3.49103 0.4882
H -3.31222 -4.31825 -3.65306 0.4292
H -0.96817 -3.16644 -3.44065 0.4916
H -2.08967 1.22157 -2.92320 0.3078
H 0.84808 1.57962 -2.91071 0.4055
H -0.38133 2.85936 -3.06305 0.3726
C 0.56445 1.76725 1.17280 -0.5054
C 1.90668 1.84605 1.80585 -0.0203
C 2.76945 2.90032 1.73818 -0.4084
C 3.98246 2.65929 2.41575 -0.7419
C 4.01649 1.42449 2.97908 -0.5405
S 2.57643 0.52854 2.70386 0.0037
H 4.80363 0.98842 3.56244 0.5698
H 4.78248 3.37559 2.47775 0.4580
H 2.54281 3.81285 1.21549 0.4756
H 0.03827 2.72290 1.28464 0.7591
C -0.30294 0.61497 1.71365 0.1768
O 0.19084 -0.35520 2.25492 -0.7352
N -1.60314 0.79229 1.44274 0.0594
H -1.84063 1.61447 0.89838 0.4041
C -2.60856 -0.26079 1.51251 -0.4800
C -2.72120 -0.85697 2.91522 -0.7993
C -3.81656 -1.91915 2.93843 -0.8412
C -3.52322 -3.01749 1.92029 -0.7450
C -3.39033 -2.42734 0.51960 -0.6347
C -2.29695 -1.36561 0.49834 0.5955
H -2.20676 -0.93027 -0.50018 -0.7773
H -1.33815 -1.81731 0.75728 0.4304
H -3.15225 -3.21383 -0.19972 0.2649
H -4.34050 -1.97689 0.22025 0.3472
H -4.32143 -3.76234 1.93591 0.3654
H -2.59033 -3.51661 2.18875 0.3547
H -3.88633 -2.34978 3.93869 0.3834
H -4.77892 -1.45597 2.70557 0.3657
H -2.94561 -0.06388 3.63115 0.3695
H -1.76435 -1.30145 3.18809 0.2776
H -3.56209 0.21065 1.24864 0.5326
H 1.89282 -0.11558 0.11057 0.3061
H 1.41856 0.04426 -1.58237 0.6612
H 7.32982 1.06761 -0.02904 0.3988
H 6.39194 -0.42989 -0.14780 0.3120
H 6.06684 0.70999 1.16131 0.1619


(3)
53
Properties=species:S:1:pos:R:3:mulliken_charge:R:1 method="wB97M-V/def2-TZVPD" homo_ev=-7.86 smiles=c1ccc(CN2CCC(Nc3nc(-c4cccs4)nc4ccccc34)CC2)cc1 orbital_gap_ev=8.186 molar_mass_g_mol=400.551
C 0.79233 -3.14469 4.01918 -0.6259
C 0.26912 -3.85662 2.95301 -0.4673
C 0.97859 -3.95433 1.76861 -0.4407
C 2.21649 -3.33751 1.62793 1.1503
C 2.74097 -2.64390 2.71262 -0.4192
C 2.03423 -2.54434 3.89856 -0.4851
H 2.45523 -1.99991 4.73160 0.4041
H 3.71450 -2.18081 2.62884 0.3684
C 2.96837 -3.40423 0.31718 -1.7537
N 2.70888 -2.35771 -0.65395 0.2652
C 3.16897 -1.02627 -0.33766 -1.0182
C 2.16939 -0.17810 0.46406 -0.4522
H 2.56798 0.82955 0.59230 0.4163
H 2.01425 -0.61688 1.45210 0.1416
C 0.83758 -0.12575 -0.27986 -0.2492
N -0.12772 0.64470 0.47219 0.0175
C -1.00109 1.48909 -0.10355 0.1097
N -0.89495 1.68391 -1.40334 -0.2776
C -1.73859 2.54631 -1.99419 -0.1006
N -2.68920 3.23478 -1.40782 -0.6234
C -2.83230 3.06239 -0.07635 -0.2050
C -3.84019 3.78148 0.59536 -0.3982
C -4.01261 3.63171 1.94439 -0.4301
C -3.19208 2.76404 2.67449 -0.8539
C -2.20276 2.05089 2.04623 -0.3514
C -2.00109 2.18189 0.66531 0.9775
H -1.57764 1.38759 2.62871 0.3434
H -3.34151 2.65815 3.73896 0.3973
H -4.78625 4.18451 2.45736 0.3886
H -4.45933 4.44425 0.01195 0.4751
C -1.55131 2.69578 -3.41707 0.4720
C -2.22848 3.48753 -4.30346 -0.5107
C -1.75138 3.35608 -5.62048 -0.5308
C -0.72296 2.46955 -5.71592 -0.4218
S -0.31281 1.77512 -4.20012 -0.0442
H -0.17822 2.18134 -6.59326 0.4440
H -2.15335 3.89514 -6.46006 0.3968
H -3.03327 4.13086 -3.99998 0.4829
H -0.25580 0.39694 1.43995 0.3285
C 0.33816 -1.55099 -0.52855 -0.3978
C 1.41146 -2.34264 -1.28923 -1.0949
H 1.08321 -3.37281 -1.44002 0.4195
H 1.54126 -1.88016 -2.27528 0.4318
H -0.57902 -1.52050 -1.11835 0.4720
H 0.12091 -2.03018 0.42846 0.0567
H 0.95680 0.38770 -1.23903 0.2246
H 4.11530 -1.10097 0.20167 0.4391
H 3.36102 -0.51815 -1.29065 0.4022
H 4.04380 -3.38238 0.52156 0.4741
H 2.74007 -4.35389 -0.17721 0.4680
H 0.56834 -4.52014 0.94363 0.3664
H -0.69281 -4.33994 3.04528 0.4024
H 0.23951 -3.06745 4.94388 0.4160


(4)
73
Properties=species:S:1:pos:R:3:mulliken_charge:R:1 method="wB97M-V/def2-TZVPD" homo_ev=-6.37 orbital_gap_ev=4.863 molar_mass_g_mol=834.451
La -0.40031 -1.49173 0.55044 1.4385
C 0.01496 2.69572 -0.49712 -1.0118
C -1.11621 2.47989 0.54657 -0.0871
N -1.95813 3.43605 0.81989 -0.7343
C -2.80270 3.36265 1.96067 -0.9145
C -2.85917 2.32929 2.81332 0.6153
C -3.93859 2.32608 3.84477 -0.8373
O -3.32880 2.22114 5.18214 -0.5430
C -1.95045 1.24085 2.65555 -0.3229
C -1.72864 0.16075 3.39935 -0.6346
N -1.01570 -0.96368 3.09745 0.5439
C -0.84763 -1.86295 4.16031 -0.1593
C -0.27694 -1.51362 5.43208 -0.1456
C -0.17549 -2.44934 6.44685 -0.7467
C -0.43579 -3.82266 6.18269 -0.4807
C -0.80146 -4.24772 4.93079 -0.7674
C -1.08358 -3.23216 3.97528 0.0484
I -2.25229 -3.88291 2.41349 0.0486
C -1.35217 1.17672 1.29028 2.0560
O -1.94260 0.21898 0.43267 -0.7294
H -0.18066 2.19767 -1.40653 0.1015
H 0.22612 3.77156 -0.68797 0.4541
H 0.99552 2.30933 -0.16957 0.2075
H -3.44791 4.26921 2.08921 0.2683
H -4.51331 3.25005 3.81828 0.3657
H -4.60165 1.51099 3.70978 0.3304
H -2.76358 2.97949 5.29098 0.3138
H -2.18229 0.13111 4.39970 0.6766
H 0.09374 -0.51808 5.45050 0.5187
H 0.10281 -2.11414 7.44836 0.3508
H -0.41113 -4.47350 6.96125 0.4969
H -1.07547 -5.33823 4.79338 0.2853
C -3.81839 -1.81098 -2.60340 -0.2429
C -2.93842 -1.87109 -1.54971 -0.2444
N -1.64519 -1.51106 -1.63270 0.5271
C -1.26929 -0.98671 -2.79913 -0.2745
C -2.10999 -1.08015 -3.93822 -0.5448
N -3.41584 -1.44568 -3.79281 -0.6041
C 0.13397 -0.37966 -2.84045 0.5311
C 0.62735 0.35658 -3.92656 -1.3400
C 1.92061 0.77613 -3.92808 1.2653
C 2.72451 0.47148 -2.80028 -1.1287
C 2.11031 -0.09835 -1.71226 0.1521
N 0.83784 -0.48848 -1.73421 0.8509
C 2.77733 -0.05978 -0.35544 -0.4829
C 4.12167 0.37757 -0.06994 -0.3099
N 4.59791 0.27519 1.15050 -0.6268
C 3.74888 0.06817 2.11599 -0.6000
C 2.42790 -0.33569 1.90392 0.1373
N 2.02404 -0.47064 0.67543 0.0908
C 2.48877 1.52497 -5.02453 0.3501
C 3.80360 1.11638 -5.45585 -0.7264
C 4.32044 1.62417 -6.60014 -0.3734
N 3.61569 2.54612 -7.25166 -0.6109
C 2.40422 3.02337 -6.82914 -0.4603
C 1.81104 2.52580 -5.72924 -0.3099
H -4.86849 -2.09766 -2.34489 0.3310
H -3.28369 -2.24834 -0.59555 0.3025
H -1.71874 -0.79357 -4.90635 0.4037
H -0.02517 0.61794 -4.74145 0.5690
H 3.66443 0.88472 -2.69005 0.7425
H 4.80167 0.68218 -0.83113 0.4626
H 4.07638 0.05074 3.09299 0.4864
H 1.77002 -0.37029 2.77782 0.3506
H 4.28500 0.35192 -4.95452 0.5280
H 5.32859 1.35006 -6.99876 0.3306
H 1.99309 3.82887 -7.35145 0.4419
H 0.89980 3.01050 -5.28651 0.3797
H -0.25481 0.84745 1.41652 -0.8166
C 0.08162 -3.81847 -0.53345 -1.3683
H -0.94374 -4.32109 -0.59793 0.1800
H 0.67398 -4.69317 -0.45350 0.4369
H 0.23060 -3.58627 -1.60872 0.2090


(5)
11
Properties=species:S:1:pos:R:3:mulliken_charge:R:1 method="wB97M-V/def2-TZVPD" homo_ev=-8.78 smiles=CSS.SS orbital_gap_ev=9.061 molar_mass_g_mol=146.327
S 0.02416 2.19128 1.26343 -0.1949
S -1.14064 2.27466 -0.42426 -0.1528
H 1.16935 2.59841 0.71376 0.1718
H -1.92464 3.29238 -0.01261 0.1697
C 1.00103 -1.02049 -0.86341 -0.5633
S 0.36113 -2.57950 -0.06758 -0.0842
S -1.52085 -2.31144 0.49278 -0.1792
H 0.11145 -0.60225 -1.34874 0.1753
H 1.79671 -1.24335 -1.56999 0.3022
H 1.39351 -0.51575 0.01715 0.2009
H -1.27121 -2.08395 1.79947 0.1544